Formula: C4H7NO
Source: the OMol25 dataset
Level of theory: ωB97M-V with the def2-TZVPD basis set

Relative energy (zero: lowest compared OMol25 entry of this formula, charge and spin) ... 150.6 kcal per mole
Lowest unoccupied orbital energy ... 0.0059 Eh
Charge ... 0

CARTESIAN COORDINATES (ANGSTROEM)
1 C -1.129 -1.048 -0.143
2 C 1.074 0.210 -0.230
3 C -0.338 0.759 -0.111
4 C 0.881 -1.065 -0.328
5 O 2.182 0.965 -0.036
6 N -0.738 1.434 0.951
7 H 1.908 1.891 0.047
8 H 0.048 1.762 1.513
9 H -0.724 0.966 -1.119
10 H 1.230 -2.077 -0.238
11 H -2.083 -0.525 -0.056
12 H -1.251 -1.661 -1.036
13 H -1.060 -1.611 0.787

Atomic charges from the Löwdin analysis, expressed in e, are listed below: -0.056, -0.394, -0.374, 0.141, 0.073, 0.053, 0.115, 0.030, 0.137, 0.091, 0.069, 0.052, 0.063


Formula: Cl2Hg4O12S
Source: the OMol25 dataset
Level of theory: ωB97M-V with the def2-TZVPD basis set

Relative energy (zero: lowest compared OMol25 entry of this formula, charge and spin) ... 6.5 kcal per mole
Lowest unoccupied orbital energy ... -0.6769 Eh
Charge ... +4

CARTESIAN COORDINATES (ANGSTROEM)
1 Hg -4.627 -4.148 -0.208
2 Hg 0.397 -4.087 -3.380
3 Hg -1.386 -1.864 2.950
4 Hg -1.364 2.332 -0.596
5 S 0.010 1.287 2.442
6 O -0.746 0.080 2.852
7 O 1.446 0.972 2.404
8 O -0.535 1.660 1.127
9 O -0.177 2.383 3.371
10 Cl -1.648 -1.338 -0.855
11 O -2.914 -1.966 -0.748
12 O -0.788 -1.913 -1.902
13 O -1.817 0.075 -1.116
14 O -0.955 -1.395 0.486
15 Cl 3.021 1.520 -1.348
16 O 1.573 1.111 -1.429
17 O 3.151 2.185 -0.052
18 O 4.087 0.670 -1.519
19 O 3.273 2.436 -2.479

Atomic charges from the Löwdin analysis, expressed in e, are listed below: 1.047, 1.182, 1.562, 1.584, 0.355, -0.454, -0.105, -0.454, -0.073, 0.718, -0.442, -0.415, -0.400, -0.446, 0.774, -0.289, -0.088, -0.027, -0.029


| no. | gap between HOMO and LUMO (eV) |
| --- | --- |
| 1 | 8.705 |
| 2 | 2.572 |